Entry from the OMol25 dataset: a gas-phase ion, C5H11N (charge -1) at a distorted geometry (ωB97M-V/def2-TZVPD).

Properties
lowest unoccupied orbital energy (spin up / spin down)	4.188 / 3.968	eV
HOMO energy (spin up / spin down)	1.35 / -3.91	eV
2S+1	2
orbital gap (spin up / spin down)	2.8 / 7.9	eV
total charge	-1
DFT total energy	-251.6909	a.u.

Each line ends with the Mulliken charge.
CARTESIAN COORDINATES (ANGSTROEM)
C1 -1.200 0.245 -1.462  -0.85
H1 1.255 -1.292 2.549  0.42
C2 0.522 -0.522 2.290  -1.34
H2 -1.956 0.157 -2.249  0.55
H3 0.708 0.948 -1.567  0.28
H4 -2.687 1.405 -0.394  0.26
H5 1.972 -1.219 -0.360  0.79
N1 0.836 0.107 0.991  0.07
C3 0.909 -0.806 -0.183  -1.83
C4 -1.566 1.198 -0.551  -1.25
H6 -0.427 -1.045 2.333  0.36
H7 1.713 0.464 1.202  0.24
H8 0.043 -1.530 0.008  0.52
H9 -0.898 1.975 0.012  0.51
H10 0.290 -0.707 -2.538  0.85
H11 0.550 0.062 3.232  0.34
C5 0.264 -0.110 -1.623  -0.91